15
Properties=species:S:1:pos:R:3:lowdin_charge:R:1 method="wB97M-V/def2-TZVPD" e_lumo_ev="-2.8 / -2.8" homo_ev="-9.85 / -9.84" fmax_ev_per_a=3.1 relative_energy_ev=3.3627 energy_ev=-42861.704 gap_ev="7.1 / 7.1"
C 1.76 0.20 1.76 -0.13
C -1.29 -0.37 -1.85 -0.21
O 2.00 1.68 -0.36 -0.26
O 1.42 -0.70 -0.62 -0.28
O -0.25 0.99 0.14 -0.49
O -1.15 -1.24 0.63 -0.46
S -4.48 -0.32 0.63 0.11
S 1.28 0.53 0.09 0.53
S -1.48 -0.02 -0.06 0.72
H 1.58 1.26 2.19 0.11
H 1.33 -0.69 2.17 0.06
H 2.80 -0.18 1.90 0.10
H -0.26 0.02 -1.99 0.02
H -1.30 -1.48 -2.17 0.10
H -1.96 0.31 -2.48 0.08